87
Properties=species:S:1:pos:R:3 method="wB97M-V/def2-TZVPD" lumo_ev=1.69 total_charge=-1 multiplicity=1
Pt -0.470 0.434 -1.726
C 1.702 2.660 -1.725
O 1.278 1.586 -2.556
C 1.298 1.904 -3.939
C 0.818 0.699 -4.738
O -0.475 0.278 -4.386
C -1.580 0.883 -5.035
C -1.908 2.231 -4.421
O -1.808 2.090 -3.024
C -2.539 3.089 -2.320
H 2.724 2.950 -1.989
H 1.667 2.304 -0.698
H 1.030 3.516 -1.845
H 2.331 2.141 -4.226
H 0.684 2.791 -4.126
H 1.481 -0.142 -4.528
H 0.873 0.927 -5.810
H -2.414 0.203 -4.864
H -1.401 0.979 -6.113
H -2.923 2.525 -4.709
H -1.217 3.016 -4.762
H -3.601 3.009 -2.558
H -2.154 4.083 -2.580
H -2.410 2.904 -1.259
C 2.201 1.231 4.395
C 1.297 1.442 3.210
C 0.316 2.422 3.232
C -0.539 2.557 2.141
C -1.649 3.573 2.155
C -0.385 1.730 1.043
C 0.617 0.735 0.963
C 1.439 0.616 2.104
N 0.766 -0.001 -0.205
C 1.604 -1.217 -0.249
C 3.107 -0.850 -0.204
C 3.981 -2.107 -0.262
C 3.602 -3.044 0.890
C 2.136 -3.471 0.760
C 1.926 -4.170 -0.583
C 2.284 -3.197 -1.706
C 3.759 -2.818 -1.595
C 1.409 -1.945 -1.596
C 1.231 -2.238 0.843
H 2.032 1.993 5.157
H 3.254 1.269 4.105
H 2.024 0.255 4.853
H 0.200 3.063 4.099
H -1.554 4.247 3.007
H -2.621 3.079 2.206
H -1.649 4.170 1.241
H -1.089 1.834 0.223
H 2.208 -0.134 2.166
H 3.363 -0.284 0.688
H 3.316 -0.196 -1.059
H 5.033 -1.817 -0.171
H 3.760 -2.539 1.850
H 4.251 -3.927 0.877
H 1.880 -4.155 1.575
H 0.883 -4.485 -0.678
H 2.551 -5.067 -0.649
H 2.096 -3.668 -2.677
H 4.040 -2.152 -2.419
H 4.390 -3.711 -1.665
H 0.362 -2.229 -1.697
H 1.639 -1.253 -2.413
H 1.305 -1.803 1.839
H 0.182 -2.511 0.703
C -3.351 0.093 3.695
C -2.524 -1.134 3.297
C -3.277 -2.414 3.686
C -1.157 -1.093 3.989
C -2.332 -1.134 1.843
C -2.231 -1.116 0.643
H -3.529 0.080 4.774
H -4.307 0.101 3.172
H -2.825 1.011 3.433
H -3.435 -2.436 4.768
H -2.710 -3.300 3.397
H -4.246 -2.447 3.187
H -1.292 -1.097 5.074
H -0.611 -0.191 3.706
H -0.554 -1.959 3.709
Se -6.052 -1.624 -0.054
Sb -5.172 0.389 -0.941
Se -2.232 -1.046 -1.195
Se -5.217 0.819 -3.304
Se -4.891 2.212 0.566

---

88
Properties=species:S:1:pos:R:3 method="wB97M-V/def2-TZVPD" lumo_ev=-0.15 multiplicity=1 smiles="C#CCP(C=C)CCC(C)C.O=C1CCCO1.O=C1CCCO1.O=C1CCCO1.O=C1CCCO1.O=C1CCCO1"
C 3.662 -1.783 -3.084
C 2.850 -0.791 -2.508
C 2.103 0.409 -1.640
P 0.319 0.731 -2.353
C 0.360 2.447 -3.193
C -0.119 3.653 -2.424
C -0.075 -0.624 -3.642
C -1.627 -0.652 -4.168
C -2.764 -0.536 -2.992
C -3.172 1.015 -2.592
C -2.435 -1.372 -1.621
H 4.375 -2.618 -3.500
H 2.705 1.399 -1.871
H 2.092 0.106 -0.510
H 0.723 2.509 -4.303
H -0.887 4.348 -3.016
H 0.233 3.897 -1.310
H 0.220 -1.712 -3.322
H 0.594 -0.378 -4.599
H -1.780 -1.703 -4.713
H -1.781 0.174 -4.991
H -3.759 -1.017 -3.443
H -4.137 1.292 -3.211
H -3.433 1.056 -1.438
H -2.347 1.807 -2.854
H -3.433 -1.346 -0.966
H -2.265 -2.522 -1.864
H -1.594 -0.916 -0.947
O 0.252 -3.134 1.084
C 0.738 -2.258 1.778
O 0.598 -0.921 1.541
C 1.385 -0.193 2.483
C 1.582 -1.130 3.645
C 1.607 -2.482 2.979
H 2.332 0.084 2.007
H 0.857 0.719 2.778
H 2.482 -0.912 4.227
H 0.720 -1.070 4.321
H 2.613 -2.753 2.646
H 1.192 -3.257 3.627
O 0.994 0.527 6.968
C 1.396 1.425 6.247
O 1.050 1.573 4.934
C 1.787 2.659 4.374
C 2.195 3.509 5.548
C 2.369 2.493 6.648
H 2.649 2.254 3.834
H 1.155 3.209 3.672
H 3.092 4.105 5.357
H 1.381 4.197 5.809
H 3.378 2.072 6.658
H 2.114 2.911 7.625
O -4.248 -7.007 -6.329
C -3.762 -6.130 -5.634
O -3.902 -4.793 -5.871
C -3.115 -4.065 -4.930
C -2.918 -5.002 -3.767
C -2.893 -6.355 -4.434
H -2.168 -3.788 -5.405
H -3.643 -3.154 -4.634
H -2.018 -4.784 -3.185
H -3.780 -4.942 -3.092
H -1.887 -6.625 -4.766
H -3.308 -7.129 -3.785
O -4.104 4.366 -0.571
C -4.456 4.744 -1.676
O -3.779 5.661 -2.428
C -4.529 5.945 -3.607
C -5.433 4.755 -3.800
C -5.704 4.314 -2.385
H -5.091 6.872 -3.449
H -3.849 6.083 -4.453
H -6.338 4.989 -4.367
H -4.894 3.963 -4.335
H -6.560 4.839 -1.952
H -5.841 3.232 -2.321
O 5.459 0.656 7.145
C 5.662 -0.337 6.467
O 4.716 -1.277 6.175
C 5.326 -2.349 5.458
C 6.577 -1.763 4.855
C 6.982 -0.730 5.875
H 5.544 -3.160 6.161
H 4.639 -2.719 4.691
H 7.350 -2.510 4.658
H 6.335 -1.268 3.907
H 7.612 -1.157 6.660
H 7.474 0.126 5.406

---

101
Properties=species:S:1:pos:R:3 method="wB97M-V/def2-TZVPD" lumo_ev=1.99 total_charge=-1 multiplicity=1
O -2.958 0.241 -1.226
C -1.826 0.079 -0.892
O -1.370 -0.294 0.271
B 0.108 -0.485 0.208
O 0.462 -0.067 -1.158
C -0.609 0.365 -1.796
O -0.614 0.837 -2.894
O 0.500 -1.857 0.509
C 1.300 -1.874 1.569
O 1.787 -2.810 2.105
C 1.427 -0.408 2.062
O 0.764 0.359 1.229
O 2.013 -0.054 3.042
C 2.369 -5.214 -0.576
C 1.017 -5.736 -1.077
C -0.173 -5.270 -0.238
C 0.032 -5.430 1.217
N 0.138 -5.523 2.354
H 2.521 -5.488 0.471
H 2.522 -4.149 -0.727
H 3.194 -5.746 -1.056
H 1.007 -6.826 -1.117
H 0.945 -5.371 -2.104
H -1.114 -5.762 -0.478
H -0.311 -4.192 -0.364
C -5.621 -1.992 1.801
C -4.578 -1.428 0.826
C -3.554 -2.488 0.429
C -2.895 -3.232 1.508
N -2.400 -3.827 2.358
H -5.128 -2.289 2.726
H -6.139 -2.840 1.349
H -6.396 -1.264 2.047
H -4.151 -0.493 1.186
H -5.076 -1.133 -0.101
H -2.821 -2.084 -0.268
H -4.081 -3.268 -0.133
C -3.210 1.317 1.876
C -3.970 2.246 2.819
C -5.066 1.509 3.583
C -6.127 0.935 2.761
N -6.949 0.473 2.106
H -2.221 1.660 1.566
H -3.723 1.221 0.915
H -3.064 0.315 2.282
H -4.429 3.069 2.269
H -3.219 2.635 3.509
H -5.576 2.159 4.301
H -4.607 0.732 4.199
C 4.099 -1.267 -0.544
C 5.634 -1.219 -0.654
C 6.140 -2.465 -1.392
C 5.912 -3.708 -0.648
N 5.710 -4.696 -0.099
H 3.858 -1.943 0.280
H 3.670 -1.681 -1.460
H 3.633 -0.312 -0.298
H 5.968 -1.187 0.383
H 5.985 -0.354 -1.215
H 7.209 -2.394 -1.598
H 5.593 -2.573 -2.330
Cl 1.570 2.659 5.000
C 0.187 2.510 3.929
C 0.094 3.717 3.017
Cl -0.334 5.180 3.974
H -0.698 2.386 4.548
H 0.331 1.598 3.347
H -0.676 3.584 2.256
H 0.996 3.893 2.434
Cl -1.024 3.657 -5.013
C -0.484 2.122 -5.728
C -1.645 1.146 -5.890
Cl -1.088 -0.353 -6.661
H 0.268 1.621 -5.122
H -0.029 2.335 -6.694
H -2.482 1.559 -6.446
H -1.987 0.893 -4.887
Cl -1.021 3.442 -0.420
C -2.289 3.533 -1.697
C -3.648 3.742 -1.092
Cl -4.779 4.010 -2.475
H -2.224 2.586 -2.226
H -2.051 4.385 -2.324
H -3.719 4.661 -0.516
H -4.012 2.908 -0.503
Cl 4.810 4.394 0.921
C 4.494 3.297 2.274
C 4.845 1.851 1.937
Cl 6.609 1.547 2.044
H 3.437 3.329 2.527
H 5.127 3.662 3.077
H 4.475 1.565 0.956
H 4.325 1.212 2.653
Cl 4.519 1.158 -3.566
C 2.778 1.094 -3.262
C 2.303 2.395 -2.646
Cl 2.450 2.258 -0.836
H 2.583 0.272 -2.581
H 2.263 0.935 -4.208
H 1.244 2.597 -2.773
H 2.940 3.199 -3.002

---

no.,HOMO energy (eV)
1,-4.52
2,-7.86
3,-7.89